11
Properties=species:S:1:pos:R:3 method="wB97M-V/def2-TZVPD" gap_ev=8.9946 e_tot_ha=-662.44689 lumo_ev=-0.1 charge=0 fmax_ha_per_bohr=0.030 molar_mass_da=112.16 homo_energy_ha=-0.3350
N 1.711 2.050 -1.166
C 1.392 1.469 -0.213
C 0.988 0.769 0.989
C 1.023 -0.732 1.001
N -0.215 -0.021 0.974
C -1.151 -0.068 -0.040
S -1.633 -1.414 -0.798
H 1.174 1.320 1.920
H 1.263 -1.244 1.945
H 1.327 -1.174 0.068
H -1.623 0.893 -0.239